# C22H19F4N4Ti

C22H19F4N4Ti as an isolated structure (ωB97M-V/def2-TZVPD, the OMol25 dataset).

Atoms and positions in Å:
Ti 0.256710 0.076101 0.034286
C -0.418326 -3.016312 0.455852
N 0.735256 -2.141957 0.224757
C 1.733581 -2.361889 1.280642
C 1.341433 -2.436172 -1.091650
C 2.348810 -1.361033 -1.543976
N 2.026948 -0.078885 -0.931908
C 3.088914 0.698669 -0.554264
C 3.034283 1.330379 0.691261
F 1.903242 1.067480 1.455994
C 4.034301 2.124034 1.200879
F 3.892211 2.662010 2.417594
C 5.173873 2.347768 0.453684
C 5.260552 1.747102 -0.790604
F 6.346711 1.953920 -1.536857
C 4.249607 0.947216 -1.296741
F 4.369850 0.414692 -2.521138
H -0.125876 -4.073358 0.445447
H -1.170398 -2.851824 -0.315148
H -0.859799 -2.788300 1.426573
H 1.979115 -3.427492 1.352074
H 1.339454 -2.034523 2.244670
H 2.638387 -1.798168 1.059054
H 0.522145 -2.538633 -1.804511
H 1.854893 -3.406820 -1.059701
H 2.321023 -1.319653 -2.638340
H 3.366742 -1.669537 -1.280764
H 5.972538 2.971087 0.826935
C -2.871422 -0.721436 -3.016548
C -1.656765 -0.644912 -2.336397
N -1.537184 -0.104794 -1.126639
C -2.641711 0.426019 -0.554969
C -3.899824 0.405671 -1.175418
C -4.000121 -0.200513 -2.438512
C -5.009200 1.040632 -0.529361
C -4.858078 1.661995 0.658454
C -3.596526 1.664624 1.332539
C -3.402178 2.257686 2.590925
C -2.172521 2.172921 3.188233
C -1.142850 1.500380 2.528253
N -1.299239 0.934399 1.342622
C -2.502133 1.006959 0.750328
H -2.910038 -1.180741 -3.993665
H -0.743639 -1.016932 -2.782282
H -4.952434 -0.237722 -2.950454
H -5.967357 1.023083 -1.031877
H -5.689642 2.161160 1.138350
H -4.216985 2.773186 3.082008
H -1.991873 2.619190 4.155117
H -0.154462 1.423243 2.965196

Forces on the atoms, in the same order (eV/Å):
0.769 0.229 0.512
-0.071 -0.091 0.032
-0.054 0.178 -0.200
0.000 0.030 0.103
0.109 -0.105 -0.096
0.094 -0.077 -0.191
-0.386 -0.477 -0.159
0.174 0.375 0.091
0.022 -0.101 -0.027
-0.060 0.066 -0.179
-0.056 0.057 -0.006
0.007 -0.032 -0.066
-0.008 -0.010 -0.001
0.045 0.013 0.035
-0.064 -0.028 -0.004
-0.042 -0.053 0.122
0.014 0.039 0.039
-0.014 0.031 0.002
0.014 0.001 -0.001
0.011 -0.014 -0.004
0.060 0.032 0.007
0.005 -0.014 -0.024
-0.014 -0.002 0.021
-0.001 0.076 0.001
-0.122 -0.028 -0.021
0.079 -0.039 0.029
-0.061 -0.016 0.046
0.010 0.004 -0.008
0.124 -0.076 -0.094
-0.049 0.023 -0.043
0.242 -0.216 -0.227
-0.532 -0.108 0.133
0.159 0.106 -0.073
-0.008 0.074 0.127
-0.100 0.059 0.063
-0.169 0.013 -0.067
0.121 -0.190 0.160
-0.078 -0.051 -0.148
0.204 -0.022 0.105
0.087 0.132 0.265
0.343 -0.112 0.129
-0.722 0.300 -0.382
0.049 -0.007 -0.007
-0.019 -0.028 -0.048
-0.030 0.014 0.024
-0.025 0.023 0.030
-0.039 -0.009 -0.039
-0.047 0.000 -0.033
0.053 -0.016 0.005
-0.026 0.048 0.068

Properties
LUMO level (spin up / spin down)	-3.51 / -3.68	eV
HOMO level (spin up / spin down)	-9.46 / -10.65	eV
net charge	+1
<S²>	2.011
HOMO-LUMO gap (spin up / spin down)	5.9581 / 6.9674	eV
spin multiplicity	3

Atomic partial charges in e from the Mulliken method, atoms 1 to 8: number 1, Ti, carries 0.592; number 2, C, carries -1.119; number 3, N, carries 0.571; number 4, C, carries -1.114; number 5, C, carries -0.797; number 6, C, carries -0.917; number 7, N, carries -0.074; number 8, C, carries -0.376

=====

# C22H19MnN6O3S3

C22H19MnN6O3S3 as an isolated structure (ωB97M-V/def2-TZVPD, the OMol25 dataset).

Atoms and positions in Å:
Mn -0.052368 -0.367511 0.286020
N -2.153200 1.248009 -3.264112
C -1.703136 0.702217 -2.066549
S -0.270206 1.365847 -1.380108
N -2.411744 -0.274214 -1.590271
N -1.896686 -0.784704 -0.397747
C -2.753784 -1.463491 0.272187
C -2.521556 -2.158744 1.523722
C -3.643500 -2.720007 2.148613
C -3.559458 -3.424582 3.330268
C -2.299863 -3.588225 3.914953
C -1.176350 -3.059401 3.324358
C -1.235272 -2.319777 2.115357
O -0.133305 -1.875462 1.598182
H -1.844483 2.195411 -3.407229
H -3.138985 1.100511 -3.421385
H -3.759353 -1.526359 -0.143904
H -4.609985 -2.581805 1.673481
H -4.446280 -3.836625 3.793914
H -2.204246 -4.135215 4.846721
H -0.197896 -3.178092 3.774619
O -0.261930 2.125882 3.443133
C -0.014506 1.330404 2.540524
O -0.799726 0.881188 1.648410
C 1.404428 0.781397 2.445667
C 2.344800 1.033170 3.434240
C 3.580748 0.419460 3.348967
C 3.830129 -0.432306 2.281380
C 2.844885 -0.608530 1.326501
N 1.662437 0.000348 1.395427
H 2.059770 1.687499 4.245824
H 4.335573 0.585903 4.108410
H 4.773350 -0.953157 2.182856
H 3.000491 -1.247860 0.469992
C -0.515152 -3.643849 -0.948943
C 0.484922 -2.824074 -1.684943
N 0.945454 -1.638478 -1.366127
C 1.867588 -1.208735 -2.322195
C 2.080344 -2.070412 -3.346913
S 1.111600 -3.458640 -3.159276
C 2.595715 0.068419 -2.247616
C 2.756540 0.913801 -3.301219
S 3.607708 2.306114 -2.791217
C 3.731813 1.638502 -1.201196
N 3.182814 0.474449 -1.081679
C 4.424682 2.339906 -0.079055
H -0.324300 -3.577080 0.116871
H -0.466299 -4.680792 -1.282819
H -1.517131 -3.260693 -1.136466
H 2.781815 -1.952698 -4.154590
H 2.312359 0.842507 -4.279182
H 4.541553 3.403269 -0.283370
H 5.411688 1.907036 0.092620
H 3.835678 2.214483 0.829694

Forces on the atoms, in the same order (eV/Å):
-0.024 -0.017 0.002
0.006 -0.025 0.014
-0.010 -0.069 -0.005
0.268 -0.060 0.047
0.008 0.031 0.010
0.018 0.005 -0.009
-0.019 0.005 0.069
0.026 0.046 -0.043
-0.016 -0.025 0.013
-0.025 0.006 -0.013
0.029 0.007 -0.006
-0.007 -0.026 0.024
0.129 -0.006 -0.096
-0.137 -0.005 -0.057
-0.001 0.004 0.003
-0.005 0.005 0.010
-0.014 -0.004 0.001
0.000 0.000 0.000
-0.001 -0.001 0.000
-0.001 -0.001 0.002
-0.003 0.003 -0.006
-0.022 -0.015 0.017
0.015 0.072 -0.047
-0.051 -0.010 0.003
0.037 -0.011 0.032
0.001 0.029 0.019
0.014 0.008 -0.004
-0.011 -0.013 0.026
-0.041 -0.240 0.157
-0.038 -0.018 -0.053
-0.002 0.000 -0.003
-0.001 0.001 0.006
0.000 -0.013 -0.001
-0.033 -0.058 0.226
-0.029 0.063 0.008
0.079 0.225 -0.076
0.025 -0.240 -0.136
-0.028 -0.035 0.103
-0.010 0.010 -0.037
0.040 -0.017 0.062
-0.069 0.042 -0.093
-0.066 0.057 0.040
-0.007 -0.042 0.021
0.022 0.006 -0.066
-0.024 0.272 -0.309
-0.011 0.021 0.003
-0.005 -0.008 0.107
0.007 0.015 0.034
-0.011 0.002 0.009
-0.008 0.026 -0.012
-0.007 -0.019 -0.002
-0.001 -0.004 -0.007
-0.002 0.004 0.008
0.016 0.013 0.005

Properties
LUMO level (spin up / spin down)	2.26 / 2.26	eV
HOMO level (spin up / spin down)	-3.94 / -3.71	eV
net charge	-1
<S²>	0.798
HOMO-LUMO gap (spin up / spin down)	6.1951 / 5.9702	eV
spin multiplicity	2

Atomic partial charges in e from the Mulliken method, atoms 1 to 8: number 1, Mn, carries 0.248; number 2, N, carries -0.544; number 3, C, carries 0.532; number 4, S, carries -0.538; number 5, N, carries -1.373; number 6, N, carries 1.373; number 7, C, carries -0.878; number 8, C, carries 1.103

=====

# C22H19N5O2S

A single C22H19N5O2S molecule (ωB97M-V/def2-TZVPD, the OMol25 dataset).

Atoms and positions in Å:
C -1.651518 -4.824178 -1.854334
H -2.408870 -5.062016 -2.598415
H -1.078643 -5.724515 -1.645395
C -0.725658 -3.730639 -2.373153
C -0.074356 -4.140364 -3.690531
H 0.542164 -5.023587 -3.542163
H -0.835904 -4.368400 -4.432587
H 0.544992 -3.332591 -4.069218
H 0.061063 -3.539068 -1.633907
C -1.504012 -2.410934 -2.575421
N -0.656281 -1.380299 -3.127712
C -0.630290 -0.403436 -2.309872
C 0.071616 0.850332 -2.381215
C 0.901667 1.189422 -3.446844
C 1.553212 2.404566 -3.447853
C 1.387231 3.287610 -2.384085
C 0.566693 2.969474 -1.323250
C -0.110579 1.748104 -1.306230
N -0.933375 1.472096 -0.237907
C -1.548195 0.348395 -0.184343
N -1.424167 -0.604844 -1.167394
C -2.030372 -1.845054 -1.266129
O -2.786772 -2.298449 -0.445371
S -2.597871 -0.055252 1.137694
C -2.470581 1.505988 2.080474
C -1.080252 1.756799 2.562821
C -0.449486 2.950144 2.333649
C 0.880248 3.177899 2.777746
O 1.562337 4.169964 2.613478
N 1.435402 2.063340 3.502835
C 2.695506 2.189479 3.995147
C 3.289376 1.195035 4.699622
C 2.580992 -0.007466 4.922865
C 1.322263 -0.144131 4.428965
C 0.707523 0.906798 3.695789
N -0.508486 0.749847 3.239623
H 0.735011 -1.036589 4.567224
H 3.044708 -0.804659 5.482894
H 4.287735 1.323866 5.082691
H 3.161804 3.140410 3.777099
H -0.929373 3.745367 1.788729
H -2.821841 2.316917 1.446930
H -3.145210 1.355846 2.923652
H 0.437843 3.644204 -0.492361
H 1.906908 4.234165 -2.389049
H 2.195807 2.671899 -4.272940
H 1.014031 0.482498 -4.253743
H -2.332241 -2.602756 -3.266557
H -2.151799 -4.511237 -0.941950

Forces on the atoms, in the same order (eV/Å):
0.172 0.155 0.159
-0.108 -0.053 -0.096
0.023 -0.125 -0.013
-0.192 -0.022 -0.134
0.086 0.189 0.263
0.038 -0.120 -0.025
-0.108 -0.055 -0.127
0.075 -0.020 -0.097
-0.028 0.035 -0.015
0.089 -0.315 0.044
0.386 0.457 -0.330
-0.199 -0.541 -0.217
0.198 0.680 0.297
-0.074 -0.043 0.088
0.036 -0.071 -0.111
-0.023 0.011 0.048
0.002 -0.108 -0.081
0.384 -0.180 -0.774
-0.587 -0.280 0.383
0.048 0.598 0.257
0.335 0.367 -0.099
-0.410 -0.502 0.060
0.013 -0.100 -0.155
-0.402 0.127 0.560
0.064 -0.311 -0.591
0.542 0.431 0.284
-0.053 -0.053 0.262
-0.341 0.121 -0.116
0.173 0.162 -0.033
-0.418 -0.370 -0.036
0.859 0.071 0.343
-0.101 0.308 -0.188
-0.381 -0.069 -0.138
0.442 -0.054 0.224
-0.038 0.082 -0.049
-0.361 -0.368 0.051
-0.067 -0.060 -0.007
-0.001 -0.107 0.042
0.081 0.094 -0.010
-0.064 -0.051 -0.009
-0.005 0.056 -0.095
-0.029 0.048 0.104
-0.007 0.000 -0.017
-0.026 0.082 0.112
0.045 0.079 0.004
0.050 0.010 -0.067
0.040 -0.059 -0.116
-0.086 -0.038 0.112
-0.070 -0.086 0.047

Properties
LUMO level	0.10	eV
HOMO level	-8.17	eV
net charge	0
HOMO-LUMO gap	8.2777	eV
SMILES string	CC(C)[C@@H]1N=C2c3ccccc3N=C(SCc3cc(=O)n4ccccc4n3)N2C1=O

Atomic partial charges in e from the Mulliken method, atoms 1 to 8: number 1, C, carries -1.440; number 2, H, carries 0.327; number 3, H, carries 0.407; number 4, C, carries 0.536; number 5, C, carries -1.515; number 6, H, carries 0.421; number 7, H, carries 0.336; number 8, H, carries 0.386

=====

# C22H19N7OPtS2

C22H19N7OPtS2 as an isolated structure (ωB97M-V/def2-TZVPD, the OMol25 dataset).

Atoms and positions in Å:
Pt 2.067375 -3.232137 0.449134
S 3.691361 -3.626196 2.008430
C 4.209930 -4.988055 1.064684
S 3.061667 -5.128543 -0.222042
C 5.323564 -5.753797 1.263461
C 5.639785 -6.816882 0.367580
N 5.881760 -7.670647 -0.365992
C 6.184652 -5.489211 2.369694
N 6.863892 -5.258514 3.270329
C -6.814259 4.667655 0.592984
C -5.376689 4.251676 0.444870
C -5.022682 2.931473 0.206285
C -3.695936 2.545876 0.052980
C -2.680859 3.489061 0.164567
N -1.313492 3.168906 -0.000500
C -0.643402 1.993097 0.254296
O 0.438166 1.758128 -0.248620
N -1.271240 1.155725 1.148341
C -0.886655 -0.141351 1.504080
C -1.758505 -0.885873 2.293494
C -1.423253 -2.176909 2.645336
C -0.230964 -2.710293 2.192423
N 0.610275 -1.995462 1.437920
C 0.312761 -0.731720 1.114853
C -3.022628 4.819263 0.400411
C -4.348064 5.188864 0.528963
H -7.482156 3.810038 0.525178
H -7.099608 5.377295 -0.185244
H -6.987097 5.153010 1.554804
H -5.798439 2.180594 0.112979
H -3.466193 1.516882 -0.191489
H -0.728232 3.845443 -0.463687
H -2.117129 1.497411 1.575719
H -2.692513 -0.449746 2.629473
H -2.076880 -2.772434 3.266270
H 0.082213 -3.715736 2.434579
H 1.048839 -0.179706 0.556541
H -2.239117 5.562279 0.488790
H -4.589041 6.229750 0.711847
N 3.526847 0.563395 -4.553160
C 3.143701 -0.184674 -3.481224
C 4.063398 -0.971083 -2.777680
C 3.632819 -1.727692 -1.715194
N 2.358885 -1.760624 -1.296526
C 1.480917 -1.014448 -1.977443
C 1.814262 -0.220373 -3.049981
H 4.501590 0.686974 -4.755286
H 2.886907 1.216686 -4.964852
H 5.108577 -0.992395 -3.057378
H 4.328054 -2.336354 -1.149771
H 0.453248 -1.049054 -1.638482
H 1.049586 0.370425 -3.536747

Forces on the atoms, in the same order (eV/Å):
-0.090 0.709 0.294
-0.227 -0.561 0.417
-0.008 0.083 0.094
0.599 -0.051 -0.523
-0.037 0.040 0.063
0.019 0.004 0.020
-0.007 0.011 0.000
-0.008 -0.049 -0.016
-0.002 0.008 -0.012
-0.015 0.006 0.008
0.025 -0.011 -0.006
-0.004 -0.023 0.002
-0.028 0.015 -0.061
0.048 0.036 0.056
-0.010 -0.038 -0.066
0.028 0.005 0.071
-0.016 0.019 -0.009
0.027 -0.002 0.042
-0.044 0.031 0.013
-0.029 -0.006 -0.020
0.023 -0.018 0.029
0.021 0.082 0.086
0.134 0.131 -0.053
0.114 0.011 0.091
-0.008 -0.013 0.055
-0.007 0.026 0.006
0.008 0.000 -0.001
0.008 -0.002 -0.002
0.010 -0.003 0.000
0.001 0.006 0.003
0.002 0.011 -0.012
-0.037 -0.024 -0.061
0.008 -0.005 0.003
0.002 0.000 -0.007
-0.004 0.000 -0.009
-0.004 -0.005 -0.005
-0.019 -0.027 -0.075
-0.002 -0.007 0.004
0.000 -0.006 -0.009
-0.020 -0.036 -0.015
0.035 0.030 -0.033
0.027 0.016 0.035
-0.005 -0.014 0.128
-0.513 -0.342 -0.507
0.017 -0.011 -0.017
-0.019 -0.004 0.048
0.000 0.001 0.011
0.001 0.013 0.023
-0.009 0.012 -0.010
0.001 -0.029 -0.052
-0.003 -0.018 -0.002
0.018 0.000 -0.015

Properties
LUMO level	-0.24	eV
HOMO level	-7.14	eV
net charge	0
HOMO-LUMO gap	6.9090	eV

Atomic partial charges in e from the Mulliken method, atoms 1 to 8: number 1, Pt, carries 0.610; number 2, S, carries -0.403; number 3, C, carries 0.485; number 4, S, carries -0.276; number 5, C, carries 0.307; number 6, C, carries -0.024; number 7, N, carries -0.473; number 8, C, carries -0.001

=====

Number 1: E_tot -63063.4097 eV. Number 2: E_tot -102035.7072 eV. Number 3: E_tot -45504.6728 eV. Number 4: E_tot -60518.7021 eV.